A structure of composition C25H45NP2SYb at a distorted geometry, computed with ωB97M-V with the def2-TZVPD basis set.

Atoms and positions in Å:
Yb1 -0.285 0.040 -0.425
C1 -2.270 1.690 0.074
C2 -2.638 0.772 -0.948
C3 -2.507 -0.374 1.037
C4 -2.223 0.988 1.301
C5 -2.743 -0.523 -0.356
C6 -2.096 3.153 -0.092
H1 -1.758 3.418 -1.101
H2 -1.368 3.562 0.620
H3 -3.042 3.696 0.067
C7 -2.034 1.614 2.638
H4 -1.751 2.672 2.545
H5 -1.242 1.100 3.200
H6 -2.954 1.569 3.244
C8 -2.663 -1.454 2.050
H7 -3.725 -1.697 2.231
H8 -2.218 -1.159 3.009
H9 -2.159 -2.371 1.710
C9 -3.059 -1.799 -1.043
H10 -4.147 -1.941 -1.141
H11 -2.667 -2.662 -0.485
H12 -2.633 -1.834 -2.055
C10 -2.904 1.145 -2.352
H13 -3.877 1.646 -2.463
H14 -2.912 0.263 -3.001
H15 -2.141 1.843 -2.729
C11 1.459 0.413 -2.820
C12 0.448 1.281 -3.037
C13 -0.121 1.509 -4.412
C14 -1.027 0.396 -5.032
C15 -1.139 -0.916 -4.301
C16 -0.088 -1.725 -4.111
C17 1.275 -1.416 -4.676
C18 2.117 -0.328 -3.955
H16 0.689 1.718 -5.133
H17 -0.664 0.222 -6.061
H18 -0.716 2.439 -4.377
H19 2.467 0.384 -4.726
H20 1.969 0.296 -1.846
H21 0.108 2.000 -2.268
H22 3.028 -0.810 -3.565
H23 1.854 -2.355 -4.673
H24 -0.207 -2.718 -3.666
H25 1.181 -1.120 -5.736
H26 -2.044 0.809 -5.145
H27 -2.155 -1.267 -4.093
P1 1.897 2.268 0.506
C19 1.697 3.097 2.137
H28 2.543 3.780 2.303
H29 1.666 2.337 2.930
H30 0.759 3.670 2.151
C20 3.552 1.532 0.811
H31 4.202 2.278 1.287
H32 3.990 1.204 -0.140
H33 3.435 0.669 1.478
C21 2.413 3.724 -0.490
H34 2.824 3.382 -1.449
H35 3.170 4.311 0.049
H36 1.536 4.355 -0.695
P2 1.077 -2.760 -0.311
C22 0.040 -4.116 -0.996
H37 0.670 -4.980 -1.259
H38 -0.497 -3.759 -1.888
H39 -0.702 -4.419 -0.239
C23 2.657 -3.023 -1.211
H40 2.520 -2.921 -2.297
H41 3.064 -4.017 -0.984
H42 3.372 -2.257 -0.872
C24 1.557 -3.580 1.268
H43 1.938 -4.593 1.068
H44 0.680 -3.636 1.927
H45 2.326 -2.986 1.778
S1 1.501 -0.891 4.166
C25 1.040 -0.547 2.685
N1 0.657 -0.294 1.573

Results
Frontier orbital gap (alpha / beta) ... 7.7926 / 7.1762 eV
LUMO (alpha / beta) ... -0.1006 / -0.1232 Ha
Spin multiplicity ... 2
Charge ... +1
Energy ... -3273.76602 a.u.

=====

A structure of composition C25H46LaP2 at a distorted geometry, computed with ωB97M-V with the def2-TZVPD basis set.

Atoms and positions in Å:
La1 -2.195 0.327 1.237
C1 -4.765 0.046 1.268
C2 -4.302 -1.200 0.641
C3 -3.349 -1.078 2.836
C4 -4.172 0.132 2.633
C5 -3.434 -1.908 1.603
C6 -5.749 1.009 0.696
H1 -5.709 1.002 -0.392
H2 -5.584 2.013 1.065
H3 -6.727 0.647 1.023
C7 -4.290 1.258 3.584
H4 -4.741 2.129 3.130
H5 -3.321 1.552 4.011
H6 -4.933 0.881 4.376
C8 -2.557 -1.395 4.051
H7 -3.303 -1.811 4.725
H8 -2.110 -0.499 4.491
H9 -1.783 -2.132 3.851
C9 -2.777 -3.237 1.408
H10 -3.508 -3.954 1.787
H11 -1.850 -3.327 1.981
H12 -2.584 -3.445 0.360
C10 -4.745 -1.737 -0.676
H13 -5.551 -2.425 -0.412
H14 -3.958 -2.285 -1.185
H15 -5.130 -0.949 -1.311
C11 -1.637 2.184 -0.061
C12 -2.808 1.726 -0.736
C13 -2.787 0.948 -1.978
C14 -1.702 -0.158 -2.070
C15 -1.390 -0.943 -0.873
C16 -0.332 -0.628 0.040
C17 0.466 0.617 -0.049
C18 -0.263 1.929 -0.447
H16 -2.618 1.720 -2.751
H17 -0.757 0.266 -2.422
H18 -3.779 0.515 -2.193
H19 -0.252 2.052 -1.530
H20 -1.814 2.765 0.899
H21 -3.782 2.088 -0.352
H22 0.318 2.777 -0.030
H23 1.030 0.780 0.897
H24 -0.101 -1.362 0.858
H25 1.218 0.354 -0.813
H26 -2.013 -0.896 -2.831
H27 -1.888 -1.930 -0.726
P1 4.560 0.653 -1.490
P2 6.379 -1.776 -0.501
C19 6.277 0.489 -2.230
C20 7.231 -0.342 -1.362
H28 6.669 1.509 -2.348
H29 6.181 0.045 -3.234
H30 8.030 -0.769 -1.980
H31 7.701 0.292 -0.589
C21 7.750 -2.336 0.581
H32 7.479 -3.305 1.030
H33 7.895 -1.618 1.405
H34 8.696 -2.448 0.033
C22 6.543 -3.023 -1.859
H35 7.578 -3.100 -2.221
H36 5.883 -2.755 -2.696
H37 6.222 -4.006 -1.477
C23 4.585 2.464 -1.146
H38 3.579 2.786 -0.833
H39 4.889 3.044 -2.031
H40 5.282 2.677 -0.320
C24 3.561 0.652 -3.033
H41 3.543 -0.360 -3.470
H42 3.955 1.358 -3.778
H43 2.522 0.930 -2.788
C25 -3.724 3.390 1.636
H44 -3.427 3.937 0.768
H45 -3.079 3.583 2.481
H46 -4.740 3.613 1.841

Results
Frontier orbital gap (alpha / beta) ... 4.7049 / 4.7059 eV
LUMO (alpha / beta) ... -0.1525 / -0.1525 Ha
Charge ... +1
Energy ... -1693.96521 a.u.

=====

A cluster of 10 separate species, C25H46O7 in total at a distorted geometry, computed with ωB97M-V with the def2-TZVPD basis set.

Atoms and positions in Å:
C1 -3.651 2.289 1.396
O1 -3.331 3.563 0.788
H1 -2.802 1.918 1.999
H2 -4.553 2.442 2.008
H3 -3.809 1.527 0.604
H4 -3.859 4.297 1.115
C2 1.769 -4.007 1.363
O2 0.939 -4.137 2.554
H5 2.305 -3.058 1.484
H6 2.364 -4.917 1.218
H7 1.128 -3.953 0.479
H8 1.312 -3.737 3.331
C3 -0.532 4.823 0.519
O3 -1.363 4.625 -0.587
H9 -1.029 4.493 1.445
H10 0.404 4.277 0.429
H11 -0.222 5.859 0.594
H12 -2.093 4.040 -0.269
C4 -0.774 -0.940 4.592
O4 -0.678 -0.686 3.221
H13 -0.039 -1.636 5.043
H14 -0.488 -0.010 5.106
H15 -1.811 -1.173 4.861
H16 -0.950 -1.452 2.739
C5 -2.526 -3.318 0.564
O5 -2.597 -2.291 1.609
H17 -3.496 -3.681 0.254
H18 -2.034 -2.788 -0.248
H19 -1.852 -4.140 0.873
H20 -3.121 -2.609 2.330
C6 -3.552 -1.401 -3.706
O6 -3.519 -2.005 -4.956
H21 -3.317 -0.352 -3.781
H22 -4.535 -1.399 -3.241
H23 -2.828 -1.906 -2.995
H24 -2.573 -2.063 -5.224
C7 2.422 4.115 -1.812
O7 2.404 2.694 -1.669
H25 1.609 4.453 -2.461
H26 2.357 4.646 -0.864
H27 3.384 4.402 -2.271
H28 1.526 2.371 -1.418
C8 3.485 3.653 2.801
C9 3.573 2.282 2.713
C10 2.498 1.418 2.916
C11 1.270 2.004 3.238
C12 1.156 3.384 3.345
C13 2.273 4.191 3.097
H29 4.312 4.293 2.582
H30 4.553 1.833 2.507
H31 2.629 0.297 2.912
H32 0.399 1.371 3.300
H33 0.271 3.954 3.588
H34 2.250 5.250 3.192
C14 2.241 -3.072 -3.967
C15 2.977 -3.966 -3.168
C16 2.275 -4.876 -2.410
C17 0.889 -4.988 -2.513
C18 0.166 -4.203 -3.385
C19 0.878 -3.164 -4.061
H35 2.718 -2.299 -4.534
H36 4.046 -3.860 -3.115
H37 2.798 -5.457 -1.657
H38 0.365 -5.691 -1.869
H39 -0.926 -4.250 -3.434
H40 0.263 -2.415 -4.606
C20 -0.939 0.894 -2.303
C21 0.202 0.202 -2.493
C22 0.864 -0.391 -1.392
C23 0.372 -0.116 -0.106
C24 -0.701 0.745 0.094
C25 -1.380 1.208 -1.001
H41 -1.524 1.308 -3.111
H42 0.480 0.014 -3.506
H43 1.685 -1.061 -1.599
H44 0.796 -0.623 0.742
H45 -1.041 0.984 1.086
H46 -2.158 1.974 -0.900

Results
Frontier orbital gap ... 9.4249 eV
LUMO ... 0.0155 Ha
SMILES ... c1ccccc1.c1ccccc1.c1ccccc1.CO.CO.CO.CO.CO.CO.CO
Energy ... -1506.70023 a.u.

=====

A structure of composition C25H47Cl2CoNO3Si2 at a distorted geometry, computed with ωB97M-V with the def2-TZVPD basis set.

Atoms and positions in Å:
O1 0.868 2.842 -1.731
O2 1.026 0.833 -3.444
C1 -0.270 3.464 -1.137
C2 -0.252 3.677 0.363
H1 -1.123 2.822 -1.422
H2 -0.404 4.425 -1.661
H3 -0.058 2.748 0.918
H4 -1.240 4.037 0.664
H5 0.481 4.442 0.644
C3 2.062 2.627 -0.963
C4 3.251 3.004 -1.803
H6 2.085 1.555 -0.706
H7 2.045 3.201 -0.024
H8 3.293 2.390 -2.709
H9 4.169 2.836 -1.230
H10 3.215 4.064 -2.080
C5 1.859 -0.142 -4.107
C6 0.265 1.690 -4.335
C7 3.266 -0.111 -3.557
H11 1.873 0.066 -5.189
H12 1.405 -1.129 -3.940
H13 3.815 0.767 -3.916
H14 3.801 -0.993 -3.922
H15 3.288 -0.123 -2.460
C8 1.076 2.880 -4.762
H16 -0.622 2.000 -3.766
H17 -0.065 1.099 -5.204
H18 1.332 3.486 -3.887
H19 0.484 3.491 -5.451
H20 1.989 2.574 -5.283
H21 0.438 0.617 -1.997
Co1 -0.846 -1.216 0.641
C9 0.106 -0.088 -1.060
Si1 -1.461 -1.044 -1.645
H22 1.013 -0.688 -0.911
H23 0.027 0.671 -0.273
C10 -2.869 0.171 -1.912
C11 -1.975 -2.610 -0.669
C12 -1.112 -1.810 -3.332
C13 -2.441 -0.428 1.477
Si2 -2.967 -1.123 3.160
H24 -3.316 -0.422 0.796
H25 -2.128 0.633 1.583
C14 -4.217 -2.492 2.833
C15 -3.790 0.237 4.167
C16 -1.585 -1.812 4.231
H26 -1.965 -2.443 -3.620
H27 -0.218 -2.446 -3.298
H28 -0.973 -1.050 -4.112
H29 -3.359 0.490 -0.985
H30 -3.624 -0.306 -2.554
H31 -2.491 1.066 -2.424
H32 -1.775 -2.716 0.437
H33 -1.489 -3.470 -1.151
H34 -3.064 -2.710 -0.781
H35 -4.365 0.913 3.522
H36 -3.039 0.832 4.705
H37 -4.476 -0.194 4.909
H38 -0.751 -1.104 4.326
H39 -1.190 -2.762 3.848
H40 -1.977 -2.000 5.243
H41 -4.513 -2.965 3.780
H42 -3.797 -3.271 2.182
H43 -5.121 -2.096 2.352
Cl1 1.691 2.541 3.647
C17 1.927 0.862 3.563
C18 2.809 0.206 4.406
C19 2.987 -1.176 4.341
Cl2 4.047 -1.927 5.457
C20 2.292 -1.973 3.382
C21 2.426 -3.368 3.273
C22 1.660 -4.061 2.360
C23 0.750 -3.377 1.546
N1 0.601 -2.027 1.613
C24 1.371 -1.315 2.503
C25 1.161 0.128 2.582
O3 0.302 0.723 1.858
H44 3.365 0.783 5.132
H45 3.139 -3.883 3.907
H46 1.738 -5.139 2.255
H47 0.127 -3.885 0.806

Results
Frontier orbital gap (alpha / beta) ... 6.5582 / 6.2118 eV
LUMO (alpha / beta) ... -0.0098 / -0.0236 Ha
Spin multiplicity ... 4
Energy ... -4143.34417 a.u.

=====

A structure of composition C25H47ClFeINO3Si2 at a distorted geometry, computed with ωB97M-V with the def2-TZVPD basis set.

Atoms and positions in Å:
O1 0.105 2.209 2.378
O2 2.245 2.417 0.791
C1 -1.275 2.235 2.024
C2 -2.231 1.390 2.849
H1 -1.342 1.951 0.963
H2 -1.555 3.295 2.081
H3 -2.239 0.351 2.500
H4 -3.239 1.788 2.696
H5 -2.010 1.437 3.921
C3 0.620 1.028 3.025
C4 1.349 1.437 4.279
H6 1.308 0.561 2.305
H7 -0.178 0.300 3.246
H8 2.243 2.016 4.026
H9 1.634 0.548 4.849
H10 0.701 2.046 4.920
C5 3.574 1.949 0.511
C6 2.112 3.843 0.950
C7 3.899 0.765 1.393
H11 4.304 2.757 0.674
H12 3.596 1.654 -0.549
H13 3.760 1.001 2.455
H14 4.948 0.487 1.249
H15 3.285 -0.106 1.137
C8 2.770 4.344 2.209
H16 1.032 4.027 0.977
H17 2.533 4.335 0.055
H18 2.392 3.797 3.079
H19 2.518 5.401 2.331
H20 3.861 4.259 2.140
H21 0.782 1.529 0.112
Fe1 -0.303 -0.975 -1.466
C9 0.375 1.009 -0.846
Si1 0.519 2.201 -2.314
H22 1.090 0.143 -0.978
H23 -0.679 0.737 -0.592
C10 -0.399 3.768 -1.823
C11 -0.138 1.683 -3.999
C12 2.330 2.575 -2.676
C13 -1.704 -1.056 -2.852
Si2 -3.112 -2.281 -2.761
H24 -1.045 -1.137 -3.746
H25 -2.124 -0.030 -2.908
C14 -3.937 -2.423 -4.451
C15 -4.404 -1.671 -1.544
C16 -2.523 -3.984 -2.232
H26 2.408 3.145 -3.614
H27 2.889 1.639 -2.809
H28 2.821 3.161 -1.890
H29 -1.466 3.553 -1.682
H30 -0.302 4.522 -2.615
H31 -0.017 4.201 -0.892
H32 -0.968 0.979 -3.960
H33 0.670 1.224 -4.584
H34 -0.479 2.577 -4.541
H35 -4.431 -0.574 -1.520
H36 -4.189 -2.015 -0.524
H37 -5.401 -2.036 -1.831
H38 -2.675 -4.150 -1.157
H39 -1.454 -4.116 -2.446
H40 -3.081 -4.756 -2.782
H41 -4.721 -3.195 -4.436
H42 -3.204 -2.693 -5.223
H43 -4.406 -1.473 -4.748
Cl1 0.303 -6.312 3.138
C17 -0.309 -4.928 2.345
C18 -1.631 -4.561 2.580
C19 -2.170 -3.433 1.977
I1 -4.134 -2.833 2.344
C20 -1.381 -2.607 1.087
O3 -1.846 -1.507 0.666
C21 -0.041 -3.089 0.735
N1 0.638 -2.459 -0.267
C22 1.928 -2.781 -0.485
C23 2.582 -3.772 0.263
C24 1.884 -4.495 1.209
C25 0.531 -4.186 1.456
H44 -2.246 -5.143 3.254
H45 2.455 -2.223 -1.262
H46 3.634 -3.974 0.069
H47 2.359 -5.303 1.757

Results
Frontier orbital gap (alpha / beta) ... 6.6228 / 6.2420 eV
LUMO (alpha / beta) ... -0.0101 / -0.0249 Ha
Spin multiplicity ... 5
Energy ... -3861.81140 a.u.

=====

The ion C25H47IN6O5P with charge +1 at a distorted geometry, computed with ωB97M-V with the def2-TZVPD basis set.

Atoms and positions in Å:
C1 -0.228 -3.102 3.687
C2 -1.397 -2.625 2.805
O1 -0.972 -1.423 2.167
C3 -2.088 -0.532 1.886
N1 -1.693 0.367 0.875
C4 -0.811 1.472 1.181
P1 -0.164 1.528 2.932
N2 -1.323 1.980 3.896
C5 0.253 1.639 0.031
C6 1.723 1.512 0.418
C7 2.242 0.213 1.070
C8 3.147 0.480 2.294
C9 4.366 -0.473 2.299
N3 5.102 -0.318 1.017
C10 5.982 -1.461 0.896
C11 5.327 -2.726 0.388
O2 7.137 -1.360 1.210
N4 -0.144 0.889 -1.235
C12 0.735 1.471 -2.361
C13 1.903 0.530 -2.690
C14 2.431 0.694 -4.087
O3 1.629 -0.434 -3.646
O4 0.370 -0.403 -1.104
C15 -0.290 -1.643 -0.908
C16 0.705 -2.645 -0.290
C17 -1.600 1.087 -1.520
N5 -2.066 0.664 -2.811
C18 -1.717 -0.374 -3.389
O5 -1.698 -1.478 -3.815
C19 -2.041 2.662 -1.542
I1 -4.012 2.809 -2.514
C20 -1.216 3.705 -2.308
C21 -1.117 3.615 -3.851
C22 -2.503 0.515 -0.329
N6 -3.172 -0.678 -0.762
C23 -4.394 -0.893 -0.461
C24 -5.584 0.030 -0.510
C25 -4.744 -2.332 -0.076
H1 -0.348 -2.749 4.713
H2 -0.110 -4.185 3.675
H3 0.699 -2.662 3.312
H4 -1.507 -3.378 2.013
H5 -2.311 -2.516 3.393
H6 -2.922 -1.189 1.642
H7 -2.349 -0.084 2.854
H8 -1.437 2.383 1.202
H9 0.840 2.521 3.010
H10 0.352 0.293 3.361
H11 -1.501 1.271 4.597
H12 0.181 2.703 -0.215
H13 1.898 2.312 1.142
H14 2.423 1.777 -0.380
H15 1.380 -0.343 1.459
H16 2.753 -0.435 0.361
H17 3.545 1.501 2.302
H18 2.594 0.286 3.215
H19 3.972 -1.485 2.393
H20 5.002 -0.212 3.149
H21 5.696 0.498 1.128
H22 4.336 -2.869 0.816
H23 5.246 -2.631 -0.698
H24 5.956 -3.582 0.618
H25 0.226 1.475 -3.320
H26 1.179 2.421 -2.099
H27 2.618 0.315 -1.913
H28 1.872 1.404 -4.679
H29 3.458 0.409 -4.248
H30 -1.188 -1.723 -0.303
H31 -0.552 -2.118 -1.858
H32 0.740 -2.551 0.794
H33 1.685 -2.523 -0.755
H34 0.324 -3.636 -0.540
H35 -2.271 3.056 -0.557
H36 -0.195 3.815 -1.929
H37 -1.667 4.676 -2.094
H38 -1.623 2.765 -4.306
H39 -0.068 3.565 -4.161
H40 -1.509 4.510 -4.333
H41 -3.283 1.253 -0.070
H42 -6.082 0.031 -1.479
H43 -6.323 -0.346 0.205
H44 -5.360 1.042 -0.172
H45 -4.112 -2.980 -0.687
H46 -5.770 -2.536 -0.386
H47 -4.567 -2.510 0.983

Results
Frontier orbital gap ... 8.6503 eV
LUMO ... -0.0957 Ha
SMILES ... CCOCN1[C@@H]([PH2]=N)[C@@H](CCCCNC(C)=O)[N@@+](C[C@@H]2CO2)(OCC)[C@](N=C=O)([C@H](I)CC)[C@H]1N=C(C)C
Charge ... +1
Energy ... -2324.03794 a.u.

=====

Copy entry 2 word for word.
A structure of composition C25H46LaP2 at a distorted geometry, computed with ωB97M-V with the def2-TZVPD basis set.

Atoms and positions in Å:
La1 -2.195 0.327 1.237
C1 -4.765 0.046 1.268
C2 -4.302 -1.200 0.641
C3 -3.349 -1.078 2.836
C4 -4.172 0.132 2.633
C5 -3.434 -1.908 1.603
C6 -5.749 1.009 0.696
H1 -5.709 1.002 -0.392
H2 -5.584 2.013 1.065
H3 -6.727 0.647 1.023
C7 -4.290 1.258 3.584
H4 -4.741 2.129 3.130
H5 -3.321 1.552 4.011
H6 -4.933 0.881 4.376
C8 -2.557 -1.395 4.051
H7 -3.303 -1.811 4.725
H8 -2.110 -0.499 4.491
H9 -1.783 -2.132 3.851
C9 -2.777 -3.237 1.408
H10 -3.508 -3.954 1.787
H11 -1.850 -3.327 1.981
H12 -2.584 -3.445 0.360
C10 -4.745 -1.737 -0.676
H13 -5.551 -2.425 -0.412
H14 -3.958 -2.285 -1.185
H15 -5.130 -0.949 -1.311
C11 -1.637 2.184 -0.061
C12 -2.808 1.726 -0.736
C13 -2.787 0.948 -1.978
C14 -1.702 -0.158 -2.070
C15 -1.390 -0.943 -0.873
C16 -0.332 -0.628 0.040
C17 0.466 0.617 -0.049
C18 -0.263 1.929 -0.447
H16 -2.618 1.720 -2.751
H17 -0.757 0.266 -2.422
H18 -3.779 0.515 -2.193
H19 -0.252 2.052 -1.530
H20 -1.814 2.765 0.899
H21 -3.782 2.088 -0.352
H22 0.318 2.777 -0.030
H23 1.030 0.780 0.897
H24 -0.101 -1.362 0.858
H25 1.218 0.354 -0.813
H26 -2.013 -0.896 -2.831
H27 -1.888 -1.930 -0.726
P1 4.560 0.653 -1.490
P2 6.379 -1.776 -0.501
C19 6.277 0.489 -2.230
C20 7.231 -0.342 -1.362
H28 6.669 1.509 -2.348
H29 6.181 0.045 -3.234
H30 8.030 -0.769 -1.980
H31 7.701 0.292 -0.589
C21 7.750 -2.336 0.581
H32 7.479 -3.305 1.030
H33 7.895 -1.618 1.405
H34 8.696 -2.448 0.033
C22 6.543 -3.023 -1.859
H35 7.578 -3.100 -2.221
H36 5.883 -2.755 -2.696
H37 6.222 -4.006 -1.477
C23 4.585 2.464 -1.146
H38 3.579 2.786 -0.833
H39 4.889 3.044 -2.031
H40 5.282 2.677 -0.320
C24 3.561 0.652 -3.033
H41 3.543 -0.360 -3.470
H42 3.955 1.358 -3.778
H43 2.522 0.930 -2.788
C25 -3.724 3.390 1.636
H44 -3.427 3.937 0.768
H45 -3.079 3.583 2.481
H46 -4.740 3.613 1.841

Results
Frontier orbital gap (alpha / beta) ... 4.7049 / 4.7059 eV
LUMO (alpha / beta) ... -0.1525 / -0.1525 Ha
Charge ... +1
Energy ... -1693.96521 a.u.